[1]
{
  "formula": "C3H5N3",
  "method": "ωB97M-V/def2-TZVPD",
  "e_above_lowest_ev": 2.0155,
  "max_force_ev_per_a": 3.42,
  "smiles": "[H]/N=C1\\CN=CN1",
  "gap_ev": 9.54,
  "charge": 0,
  "homo_energy_ev": -8.70,
  "species": ["N", "C", "C", "N", "C", "N", "H", "H", "H", "H", "H"],
  "positions_angstrom": [[1.96324, -0.18387, -0.39553], [0.70981, -0.23720, -0.13238], [-0.49247, -0.01523, -0.98556], [-1.67762, 0.00767, -0.16797], [-1.23290, 0.03866, 1.03609], [0.14223, -0.02936, 1.12793], [2.10394, -0.39320, -1.38653], [0.24775, 0.92259, -0.94416], [-0.62777, -0.30487, -2.02572], [-1.85268, 0.13286, 1.92842], [0.71647, 0.06196, 1.94542]],
  "lowdin_charge": [0.066, -0.494, -0.138, 0.048, -0.198, 0.098, 0.045, 0.182, 0.120, 0.126, 0.145]
}

***

[2]
{
  "formula": "C3H12N3O",
  "method": "ωB97M-V/def2-TZVPD",
  "e_above_lowest_ev": 0.3972,
  "max_force_ev_per_a": 1.84,
  "gap_ev": 11.53,
  "charge": 1,
  "homo_energy_ev": -14.30,
  "species": ["C", "N", "C", "H", "H", "H", "H", "H", "H", "H", "H", "N", "C", "N", "O", "H", "H", "H", "H"],
  "positions_angstrom": [[-1.41793, -1.59522, 0.27356], [0.00372, -1.58951, -0.19297], [0.21680, -1.29901, -1.61649], [-1.45645, -2.01946, 1.28254], [-1.81174, -0.55964, 0.18760], [-2.06525, -2.21956, -0.37731], [0.36217, -2.53507, -0.05116], [0.47600, -0.86474, 0.44043], [-0.40567, -1.99047, -2.19572], [1.27737, -1.51172, -1.85010], [-0.08425, -0.27826, -1.91074], [-0.54174, 2.30633, 0.98048], [0.63116, 1.56775, 0.88275], [1.61826, 2.11994, 0.12328], [0.74178, 0.43465, 1.41665], [-1.15450, 1.99160, 1.69304], [-0.43345, 3.29982, 0.91446], [1.53853, 3.07661, -0.07494], [2.50519, 1.66595, 0.07463]],
  "lowdin_charge": [-0.013, -0.076, -0.025, 0.110, 0.107, 0.109, 0.174, 0.106, 0.104, 0.115, 0.112, 0.173, -0.579, 0.192, -0.025, 0.101, 0.103, 0.094, 0.118]
}

***

[3]
{
  "formula": "C3H5NO",
  "method": "ωB97M-V/def2-TZVPD",
  "e_above_lowest_ev": 5.3329,
  "max_force_ev_per_a": 1.01,
  "gap_ev": [8.60, 6.93],
  "charge": 0,
  "homo_energy_ev": [-8.68, -7.44],
  "species": ["C", "O", "C", "C", "N", "H", "H", "H", "H", "H"],
  "positions_angstrom": [[-1.25888, 1.08573, -0.12246], [-0.47922, 0.73562, -1.01672], [0.62237, -0.66966, -0.69837], [1.04254, -0.44403, 0.69821], [1.92856, -1.25652, 0.90426], [-1.90519, 0.36632, 0.38535], [-1.48685, 2.15034, 0.07402], [0.51012, 0.35022, 1.31715], [1.35695, -0.45347, -1.46165], [0.13400, -1.62561, -0.88465]],
  "lowdin_charge": [-0.105, -0.098, -0.009, -0.415, 0.145, 0.088, 0.094, 0.103, 0.096, 0.101]
}

***

[4]
{
  "formula": "C13H15ClN2O",
  "method": "ωB97M-V/def2-TZVPD",
  "e_above_lowest_ev": 0.8115,
  "max_force_ev_per_a": 0.65,
  "smiles": "Clc1ccccc1OCCCCn1ccnc1",
  "gap_ev": 9.46,
  "charge": 0,
  "homo_energy_ev": -8.78,
  "species": ["Cl", "C", "C", "C", "C", "C", "C", "O", "C", "C", "H", "C", "H", "H", "C", "N", "C", "N", "C", "C", "H", "H", "H", "H", "H", "H", "H", "H", "H", "H", "H", "H"],
  "positions_angstrom": [[2.32186, 2.03152, 0.01541], [2.80932, 0.35989, 0.10663], [3.97474, 0.12015, 0.82358], [4.49247, -1.15329, 0.93925], [3.83549, -2.20738, 0.32500], [2.67181, -1.97402, -0.37242], [2.11937, -0.69260, -0.49926], [0.99536, -0.66698, -1.26024], [0.01820, 0.35248, -1.16141], [-0.63007, 0.40340, 0.22396], [0.15849, 0.49100, 0.97397], [-1.58534, 1.58380, 0.38404], [-1.07341, 2.50754, 0.10834], [-1.87322, 1.65926, 1.43472], [-2.85936, 1.45877, -0.46195], [-3.63523, 0.30920, -0.08684], [-3.65091, -0.90731, -0.68157], [-4.41448, -1.75597, -0.05242], [-4.92071, -1.07497, 1.00795], [-4.44808, 0.20506, 1.00746], [-4.62233, 1.03106, 1.66622], [-5.59062, -1.54703, 1.69798], [-3.10181, -1.12682, -1.57585], [-2.60593, 1.37450, -1.52106], [-3.47138, 2.35604, -0.32408], [-1.15581, -0.53640, 0.40765], [0.42935, 1.32994, -1.43112], [-0.71399, 0.06480, -1.92065], [2.13979, -2.77924, -0.85405], [4.22568, -3.21076, 0.39630], [5.40046, -1.31706, 1.49750], [4.47762, 0.95695, 1.28400]],
  "lowdin_charge": [0.731, -0.555, -0.121, -0.093, -0.082, -0.002, -0.284, -0.041, -0.225, -0.180, 0.100, -0.169, 0.112, 0.114, -0.146, -0.102, -0.193, 0.053, -0.160, -0.079, 0.112, 0.090, 0.122, 0.123, 0.128, 0.119, 0.080, 0.120, 0.122, 0.105, 0.102, 0.100]
}